ORCA calculation (ωB97M-V with the def2-TZVPD basis set) on a gas-phase ion, C14H18NO4 (charge -1) in a non-equilibrium geometry.

Calculated values
E_tot ... -899.98279 Eh
Structure (SMILES) ... CCOC(=O)[C@H](c1ccncc1)C1([O-])CCOCC1
Charge ... -1

Geometry (Å):
C1 -0.941 3.677 -2.827
C2 -1.626 2.593 -2.043
O1 -0.587 1.912 -1.281
C3 -1.113 0.835 -0.650
O2 -2.322 0.676 -0.652
C4 -0.060 -0.115 -0.029
C5 -0.476 -1.541 -0.383
C6 -1.788 -1.977 -0.133
C7 -2.103 -3.339 -0.333
N1 -1.194 -4.240 -0.693
C8 0.059 -3.845 -0.906
C9 0.462 -2.499 -0.818
C10 -0.019 0.102 1.411
O3 -1.105 0.084 2.072
C11 0.804 1.504 1.687
C12 2.284 1.397 1.427
O4 2.919 0.243 1.993
C13 2.324 -1.036 1.732
C14 0.878 -1.099 2.134
H1 -1.678 4.292 -3.350
H2 -0.349 4.332 -2.182
H3 -0.288 3.239 -3.586
H4 -2.372 2.978 -1.337
H5 -2.096 1.868 -2.719
H6 0.911 0.093 -0.505
H7 -2.554 -1.280 0.186
H8 -3.127 -3.681 -0.165
H9 0.806 -4.606 -1.150
H10 1.484 -2.222 -1.088
H11 0.624 1.763 2.739
H12 0.361 2.283 1.055
H13 2.498 1.454 0.344
H14 2.809 2.227 1.924
H15 2.904 -1.733 2.360
H16 2.471 -1.324 0.672
H17 0.787 -0.959 3.221
H18 0.412 -2.059 1.874

***

ORCA calculation (ωB97M-V with the def2-TZVPD basis set) on a single C14H18O5 molecule in a non-equilibrium geometry.

Calculated values
ΔE to the lowest compared entry with this formula, charge and spin ... 61.9 kcal per mole
Structure (SMILES) ... C/C=C/C=C/C(=O)O[C@@H]1C=C2CO[C@H](O)[C@]2(O)CC1

Geometry (Å):
C1 -3.627 -5.872 1.396
C2 -2.537 -5.338 0.523
C3 -2.263 -4.005 0.428
C4 -1.226 -3.458 -0.382
C5 -0.945 -2.143 -0.208
C6 -0.041 -1.397 -0.994
O1 0.698 -2.104 -1.703
O2 -0.090 -0.044 -0.912
C7 0.808 0.745 -1.615
C8 2.047 1.030 -0.763
C9 2.208 2.238 -0.095
C10 3.179 2.506 0.960
O3 2.573 3.482 1.803
C11 1.224 3.734 1.316
O4 0.343 2.921 2.120
C12 1.191 3.346 -0.164
O5 1.743 4.359 -1.036
C13 -0.182 2.947 -0.689
C14 0.016 2.046 -1.918
H1 -4.383 -6.322 0.739
H2 -4.069 -5.027 1.912
H3 -3.296 -6.612 2.126
H4 -1.929 -6.056 -0.021
H5 -2.783 -3.271 1.060
H6 -0.712 -4.076 -1.140
H7 -1.519 -1.592 0.555
H8 1.077 0.269 -2.565
H9 2.769 0.218 -0.567
H10 4.118 2.848 0.515
H11 3.398 1.564 1.516
H12 0.911 4.783 1.388
H13 0.606 3.076 3.052
H14 2.634 4.576 -0.704
H15 -0.793 2.427 0.064
H16 -0.711 3.842 -1.021
H17 0.529 2.580 -2.683
H18 -0.965 1.779 -2.295

***

ORCA calculation (ωB97M-V with the def2-TZVPD basis set) on a molecular structure, C14H19EuN in a non-equilibrium geometry.

Calculated values
<S²> ... 12.012
E_tot ... -1309.70133 Eh
Spin multiplicity ... 7
Charge ... -1

Geometry (Å):
C1 3.255 1.456 -1.028
C2 3.247 1.254 0.408
C3 2.047 1.864 0.939
C4 1.306 2.432 -0.167
C5 2.049 2.177 -1.386
Eu1 1.366 0.087 -0.480
C6 2.599 -1.715 -0.291
C7 2.502 -1.625 -1.790
C8 3.485 -2.058 -2.673
N1 1.346 -0.961 -2.264
H1 1.733 1.844 1.964
H2 3.991 0.726 0.971
H3 0.345 2.905 -0.106
H4 1.748 2.442 -2.380
H5 3.980 1.061 -1.712
H6 3.567 -1.809 0.123
H7 1.200 -0.829 -3.194
H8 1.829 -2.387 0.121
H9 4.334 -2.608 -2.285
H10 3.373 -1.909 -3.736
C9 -4.058 -0.582 0.067
C10 -3.094 -0.148 1.190
C11 -3.509 1.243 1.715
C12 -3.154 -1.171 2.343
C13 -1.662 -0.079 0.639
C14 -0.585 -0.028 0.226
H11 -5.098 -0.639 0.437
H12 -3.773 -1.574 -0.320
H13 -4.026 0.140 -0.766
H14 -4.539 1.223 2.118
H15 -2.828 1.568 2.518
H16 -3.470 1.986 0.902
H17 -2.858 -2.170 1.984
H18 -2.469 -0.874 3.154
H19 -4.177 -1.239 2.759

***

ORCA calculation (ωB97M-V with the def2-TZVPD basis set) on a molecular structure, C14H19FeN5O5S.

Calculated values
<S²> ... 8.761
ΔE to the lowest compared entry with this formula, charge and spin ... 15.3 kcal per mole
Spin multiplicity ... 6
Charge ... +1

Geometry (Å):
Fe1 -0.201 -0.092 0.273
O1 -0.483 2.167 -0.181
C1 0.640 3.060 -0.296
C2 1.455 3.262 0.979
N1 2.135 2.124 1.552
C3 3.114 1.408 0.784
C4 2.660 0.278 -0.166
O2 3.447 -0.550 -0.546
O3 1.406 0.332 -0.589
C5 1.676 1.554 2.804
C6 0.661 0.524 2.378
O4 -0.536 0.865 2.122
O5 1.065 -0.583 1.921
H1 -1.053 2.455 0.546
H2 0.273 4.038 -0.618
H3 1.254 2.646 -1.092
H4 0.817 3.698 1.751
H5 2.195 4.033 0.722
H6 3.855 0.959 1.448
H7 3.661 2.117 0.152
H8 1.228 2.321 3.432
H9 2.507 1.084 3.330
C7 -0.264 -1.826 -3.841
C8 -0.223 -1.558 -2.376
N2 -0.848 -0.632 -1.765
N3 -1.762 0.189 -2.352
C9 -2.751 0.631 -1.537
N4 -3.700 1.381 -2.092
S1 -2.772 0.233 0.101
C10 0.532 -2.433 -1.443
C11 1.417 -3.399 -1.872
C12 1.986 -4.245 -0.927
C13 1.629 -4.104 0.397
C14 0.756 -3.082 0.751
N5 0.220 -2.263 -0.144
H10 -1.165 -1.431 -4.307
H11 -0.228 -2.895 -4.040
H12 0.604 -1.364 -4.318
H13 -1.755 0.356 -3.347
H14 -3.748 1.563 -3.081
H15 -4.449 1.715 -1.510
H16 1.673 -3.488 -2.918
H17 2.695 -5.003 -1.230
H18 2.033 -4.752 1.162
H19 0.496 -2.903 1.784

***

ORCA calculation (ωB97M-V with the def2-TZVPD basis set) on a single C14H19N3O4 molecule in a non-equilibrium geometry.

Calculated values
ΔE to the lowest compared entry with this formula, charge and spin ... 92.2 kcal per mole
Structure (SMILES) ... NC(=O)CC[C@H](N)C(=O)N[C@@H](Cc1ccccc1)C(=O)O

Geometry (Å):
N1 -2.520 3.699 -1.517
C1 -2.325 4.512 -0.455
O1 -2.862 5.648 -0.434
C2 -1.059 4.166 0.536
C3 -0.032 3.013 0.326
C4 -0.786 1.534 0.440
N2 -1.703 1.556 1.657
C5 0.271 0.517 0.569
O2 1.264 0.675 -0.175
N3 0.069 -0.404 1.496
C6 0.919 -1.508 1.808
C7 0.578 -2.911 1.149
C8 0.640 -3.132 -0.418
C9 -0.452 -3.071 -1.254
C10 -0.338 -2.988 -2.643
C11 0.949 -3.172 -3.250
C12 1.950 -3.415 -2.366
C13 1.867 -3.350 -0.971
C14 2.544 -1.368 2.004
O3 3.043 -2.120 2.760
O4 3.071 -0.430 1.216
H1 -2.917 2.787 -1.451
H2 -2.442 4.174 -2.410
H3 -1.650 4.032 1.482
H4 -0.508 5.061 0.524
H5 0.430 3.088 -0.636
H6 0.570 3.132 1.294
H7 -1.381 1.455 -0.458
H8 -1.846 2.442 2.127
H9 -2.690 1.455 1.461
H10 -0.680 -0.091 2.101
H11 0.651 -1.738 2.937
H12 1.313 -3.656 1.684
H13 -0.350 -3.326 1.600
H14 -1.428 -3.025 -0.809
H15 -1.317 -3.239 -3.156
H16 1.176 -3.033 -4.364
H17 2.933 -3.605 -2.726
H18 2.780 -3.387 -0.359
H19 2.269 0.021 0.683

***

ORCA calculation (ωB97M-V with the def2-TZVPD basis set) on a molecular structure, C14H19N5O5SSe2Sn.

Calculated values
ΔE to the lowest compared entry with this formula, charge and spin ... 0.0 kcal per mole

Geometry (Å):
Sn1 -0.122 1.719 -1.345
N1 1.601 -5.325 2.744
C1 1.275 -4.001 2.517
C2 2.020 -2.978 3.111
C3 1.675 -1.656 2.919
C4 0.569 -1.339 2.137
C5 -0.184 -2.346 1.540
C6 0.167 -3.668 1.730
S1 0.163 0.336 1.847
O1 -1.261 0.401 1.604
O2 0.740 1.123 2.896
N2 0.806 0.717 0.391
C7 2.147 0.851 0.124
N3 3.132 0.437 0.916
C8 4.362 0.629 0.442
C9 4.633 1.202 -0.791
C10 3.537 1.595 -1.536
N4 2.304 1.429 -1.081
H1 2.529 -5.522 3.074
H2 1.230 -6.007 2.107
H3 2.876 -3.232 3.727
H4 2.248 -0.856 3.369
H5 -1.046 -2.091 0.935
H6 -0.417 -4.455 1.266
H7 5.170 0.296 1.085
H8 5.642 1.335 -1.152
H9 3.635 2.044 -2.519
C11 -3.027 -0.240 -2.801
Se1 -2.274 -0.205 -1.019
C12 -3.791 0.572 -0.078
C13 -4.055 2.041 -0.360
Se2 -2.711 3.206 0.457
C14 -2.753 4.573 -0.921
H10 -3.899 -0.888 -2.796
H11 -2.258 -0.651 -3.451
H12 -3.290 0.761 -3.135
H13 -3.567 0.400 0.975
H14 -4.648 -0.037 -0.359
H15 -5.024 2.318 0.053
H16 -4.065 2.260 -1.427
H17 -2.355 4.174 -1.852
H18 -2.125 5.393 -0.581
H19 -3.770 4.932 -1.059
O3 0.313 -0.167 -2.455
N5 1.053 0.185 -3.477
O4 1.723 -0.654 -4.025
O5 1.091 1.393 -3.747

***

ORCA calculation (ωB97M-V with the def2-TZVPD basis set) on a single C14H19NO2 molecule in a non-equilibrium geometry.

Calculated values
ΔE to the lowest compared entry with this formula, charge and spin ... 81.8 kcal per mole
Structure (SMILES) ... COc1c2c(c3c(c1OC)CNCC3)CCC2

Geometry (Å):
C1 -0.542 0.615 -3.671
O1 0.087 -0.450 -3.039
C2 0.125 -0.310 -1.680
C3 1.025 0.604 -1.049
C4 1.022 0.782 0.306
C5 -0.052 0.391 1.130
C6 -1.001 -0.487 0.502
C7 -0.874 -0.868 -0.876
O2 -1.817 -1.858 -1.324
C8 -1.323 -3.165 -0.918
C9 -2.180 -0.903 1.393
N1 -1.572 -1.274 2.660
C10 -0.946 -0.222 3.429
C11 -0.127 0.682 2.611
C12 2.256 1.555 0.718
C13 3.066 1.748 -0.583
C14 2.014 1.548 -1.598
H1 -0.355 1.599 -3.334
H2 -1.645 0.509 -3.716
H3 -0.189 0.588 -4.656
H4 -0.893 -3.029 -0.014
H5 -0.521 -3.356 -1.723
H6 -2.089 -3.954 -1.072
H7 -2.670 -1.782 1.023
H8 -2.938 -0.141 1.481
H9 -2.220 -1.869 3.258
H10 -1.772 0.398 3.785
H11 -0.430 -0.746 4.308
H12 0.886 0.669 2.962
H13 -0.518 1.725 2.602
H14 1.956 2.525 1.127
H15 2.840 1.170 1.613
H16 3.599 2.741 -0.709
H17 3.780 0.946 -0.583
H18 2.442 1.054 -2.497
H19 1.576 2.565 -1.864

***

ORCA calculation (ωB97M-V with the def2-TZVPD basis set) on a single C14H19NO3S molecule.

Calculated values
ΔE to the lowest compared entry with this formula, charge and spin ... 62.8 kcal per mole
Structure (SMILES) ... CCOc1cc(C(=S)N2CCOCC2)ccc1OC

Geometry (Å):
C1 -1.345 -1.840 3.060
C2 0.161 -1.963 3.264
O1 0.915 -0.950 2.611
C3 0.963 -1.071 1.231
C4 -0.004 -0.418 0.480
C5 -0.056 -0.529 -0.906
C6 -1.144 0.092 -1.672
S1 -2.013 -0.865 -2.703
N1 -1.442 1.385 -1.456
C7 -0.515 2.346 -0.898
C8 -0.042 3.288 -2.018
O2 -1.125 3.922 -2.650
C9 -2.012 2.976 -3.207
C10 -2.549 2.033 -2.126
C11 0.881 -1.340 -1.542
C12 1.878 -1.945 -0.814
C13 1.959 -1.813 0.576
O3 3.016 -2.446 1.146
C14 3.449 -2.094 2.444
H1 -1.850 -2.589 3.662
H2 -1.607 -1.998 2.016
H3 -1.687 -0.854 3.366
H4 0.494 -2.956 2.931
H5 0.407 -1.841 4.323
H6 -0.748 0.162 1.007
H7 0.343 1.842 -0.456
H8 -1.034 2.930 -0.130
H9 0.585 4.081 -1.609
H10 0.538 2.706 -2.752
H11 -2.823 3.545 -3.662
H12 -1.500 2.386 -3.981
H13 -3.192 1.271 -2.568
H14 -3.109 2.611 -1.383
H15 0.827 -1.473 -2.611
H16 2.631 -2.546 -1.299
H17 4.477 -2.450 2.510
H18 2.852 -2.582 3.219
H19 3.423 -1.013 2.597

***

ORCA calculation (ωB97M-V with the def2-TZVPD basis set) on a single C14H19NO5S molecule.

Calculated values
ΔE to the lowest compared entry with this formula, charge and spin ... 0.0 kcal per mole
Structure (SMILES) ... CCCc1cc(C(=O)OC)c(NC(=O)CCCC(=O)O)s1

Geometry (Å):
C1 -5.578 -3.728 0.089
C2 -4.841 -2.394 0.088
C3 -3.330 -2.599 -0.004
C4 -2.552 -1.327 -0.003
C5 -2.987 -0.048 0.047
C6 -1.930 0.908 0.028
C7 -2.059 2.353 0.067
O1 -1.112 3.124 0.044
O2 -3.331 2.769 0.129
C8 -3.522 4.174 0.168
C9 -0.693 0.298 -0.035
N1 0.510 0.952 -0.068
C10 1.691 0.276 -0.122
O3 1.696 -0.942 -0.156
C11 2.919 1.151 -0.126
C12 3.945 0.723 -1.183
C13 4.564 -0.641 -0.884
C14 5.462 -0.631 0.321
O4 5.577 0.260 1.121
O5 6.156 -1.773 0.423
S1 -0.799 -1.415 -0.075
H1 -5.370 -4.281 -0.824
H2 -6.652 -3.570 0.157
H3 -5.267 -4.336 0.935
H4 -5.177 -1.794 -0.760
H5 -5.076 -1.848 1.003
H6 -2.998 -3.217 0.836
H7 -3.096 -3.156 -0.917
H8 -4.017 0.251 0.096
H9 -3.113 4.639 -0.732
H10 -3.023 4.602 1.040
H11 -4.596 4.332 0.226
H12 0.426 1.970 -0.033
H13 3.392 1.083 0.856
H14 2.628 2.188 -0.295
H15 4.734 1.477 -1.216
H16 3.464 0.686 -2.162
H17 3.771 -1.369 -0.693
H18 5.144 -1.003 -1.734
H19 6.711 -1.761 1.219

***

ORCA calculation (ωB97M-V with the def2-TZVPD basis set) on a single C14H19NO7 molecule in a non-equilibrium geometry.

Calculated values
E_tot ... -1126.15816 Eh
Structure (SMILES) ... N#C/C=C1/C=C[C@@H](O)C[C@H]1O[C@@H]1O[C@H](CO)[C@@H](O)[C@H](O)[C@H]1O

Geometry (Å):
N1 -0.543 1.661 -3.563
C1 0.394 1.748 -2.891
C2 1.590 2.068 -2.207
C3 1.947 1.557 -0.934
C4 3.240 2.207 -0.387
C5 3.385 2.350 0.961
C6 2.353 1.775 1.903
O1 2.214 2.562 3.026
C7 0.950 1.611 1.304
C8 1.007 0.813 -0.030
O2 -0.286 0.830 -0.576
C9 -1.319 0.307 0.263
O3 -0.970 -0.776 1.114
C10 -1.545 -2.142 0.798
C11 -0.596 -3.001 1.770
O4 -0.991 -2.816 3.071
C12 -1.154 -2.486 -0.718
O5 -1.370 -3.803 -1.072
C13 -1.981 -1.466 -1.625
O6 -1.109 -1.206 -2.763
C14 -2.318 -0.144 -0.868
O7 -3.668 -0.124 -0.491
H1 2.276 2.811 -2.729
H2 3.916 2.752 -1.120
H3 4.142 2.920 1.467
H4 2.766 0.828 2.253
H5 2.017 3.436 2.673
H6 0.520 2.537 0.974
H7 0.346 1.085 2.092
H8 1.279 -0.244 0.175
H9 -1.655 1.160 0.874
H10 -2.625 -2.251 1.024
H11 -0.716 -4.020 1.479
H12 0.454 -2.699 1.576
H13 -0.548 -1.987 3.436
H14 -0.087 -2.322 -0.816
H15 -1.136 -3.930 -2.006
H16 -2.918 -1.917 -1.919
H17 -0.667 -0.309 -2.725
H18 -2.272 0.793 -1.488
H19 -4.321 -0.168 -1.304

***

ORCA calculation (ωB97M-V with the def2-TZVPD basis set) on a single C14H19NOS molecule.

Calculated values
ΔE to the lowest compared entry with this formula, charge and spin ... 0.0 kcal per mole
Structure (SMILES) ... O=C(CSc1ccccc1)NC1CCCCC1

Geometry (Å):
O1 0.572 2.094 -1.873
C1 0.165 1.885 -0.749
C2 -1.158 2.490 -0.280
S1 -2.015 1.568 1.029
C3 -2.270 -0.046 0.337
C4 -1.950 -0.389 -0.968
C5 -2.173 -1.685 -1.403
C6 -2.715 -2.633 -0.555
C7 -3.044 -2.282 0.745
C8 -2.822 -0.995 1.192
N1 0.817 1.167 0.177
C9 2.032 0.432 -0.101
C10 1.719 -1.036 -0.409
C11 3.006 -1.800 -0.699
C12 3.967 -1.698 0.482
C13 4.276 -0.237 0.792
C14 2.990 0.533 1.083
H1 -0.959 3.469 0.161
H2 -1.822 2.629 -1.134
H3 -1.529 0.331 -1.651
H4 -1.917 -1.949 -2.419
H5 -2.883 -3.641 -0.904
H6 -3.473 -3.012 1.414
H7 -3.072 -0.709 2.203
H8 0.362 0.996 1.064
H9 2.476 0.899 -0.987
H10 1.046 -1.089 -1.266
H11 1.206 -1.482 0.448
H12 2.775 -2.847 -0.903
H13 3.480 -1.381 -1.589
H14 4.892 -2.232 0.255
H15 3.515 -2.168 1.359
H16 4.946 -0.171 1.652
H17 4.781 0.217 -0.063
H18 3.216 1.582 1.285
H19 2.507 0.113 1.969

***

Copy entry 10 word for word.
ORCA calculation (ωB97M-V with the def2-TZVPD basis set) on a single C14H19NO7 molecule in a non-equilibrium geometry.

Calculated values
E_tot ... -1126.15816 Eh
Structure (SMILES) ... N#C/C=C1/C=C[C@@H](O)C[C@H]1O[C@@H]1O[C@H](CO)[C@@H](O)[C@H](O)[C@H]1O

Geometry (Å):
N1 -0.543 1.661 -3.563
C1 0.394 1.748 -2.891
C2 1.590 2.068 -2.207
C3 1.947 1.557 -0.934
C4 3.240 2.207 -0.387
C5 3.385 2.350 0.961
C6 2.353 1.775 1.903
O1 2.214 2.562 3.026
C7 0.950 1.611 1.304
C8 1.007 0.813 -0.030
O2 -0.286 0.830 -0.576
C9 -1.319 0.307 0.263
O3 -0.970 -0.776 1.114
C10 -1.545 -2.142 0.798
C11 -0.596 -3.001 1.770
O4 -0.991 -2.816 3.071
C12 -1.154 -2.486 -0.718
O5 -1.370 -3.803 -1.072
C13 -1.981 -1.466 -1.625
O6 -1.109 -1.206 -2.763
C14 -2.318 -0.144 -0.868
O7 -3.668 -0.124 -0.491
H1 2.276 2.811 -2.729
H2 3.916 2.752 -1.120
H3 4.142 2.920 1.467
H4 2.766 0.828 2.253
H5 2.017 3.436 2.673
H6 0.520 2.537 0.974
H7 0.346 1.085 2.092
H8 1.279 -0.244 0.175
H9 -1.655 1.160 0.874
H10 -2.625 -2.251 1.024
H11 -0.716 -4.020 1.479
H12 0.454 -2.699 1.576
H13 -0.548 -1.987 3.436
H14 -0.087 -2.322 -0.816
H15 -1.136 -3.930 -2.006
H16 -2.918 -1.917 -1.919
H17 -0.667 -0.309 -2.725
H18 -2.272 0.793 -1.488
H19 -4.321 -0.168 -1.304